No. 1
A cluster of 2 separate species, C9H22NOPS in total, computed with ωB97M-V/def2-TZVPD.

Calculated values
charge: 0
energy above the lowest of the compared OMol25 structures with the same formula, charge and spin: 34.0 kcal/mol
LUMO level: 0.734 eV
frontier orbital gap: 8.850 eV
HOMO level: -8.116 eV

The geometry in XYZ format:
```
35
Properties=species:S:1:pos:R:3:forces:R:3
C 1.247125 2.718468 0.501673 -2.85 1.05 -0.28
S -0.273941 1.662184 0.138710 1.83 -0.79 1.31
P 0.591227 -0.390589 0.864009 -0.81 0.66 -2.02
O 0.834530 0.004479 2.386526 2.59 -2.08 0.37
N 2.213011 -0.297046 0.504487 0.94 -0.90 -0.13
C 2.978461 -1.027122 -0.539937 0.82 2.40 -1.68
C 3.009579 -2.525646 -0.392196 -0.11 -1.71 3.27
C 2.282381 -0.716953 -1.942595 0.39 -0.51 -0.47
C 4.365582 -0.264821 -0.539528 -0.10 -3.44 -0.07
H 0.751299 3.729789 0.407150 1.08 -0.85 0.13
H 1.904040 2.531586 -0.286547 1.12 0.00 -1.29
H 1.789020 2.649247 1.425506 -0.29 -0.40 0.71
H 0.234779 0.595180 2.707706 -2.76 2.56 1.48
H 2.801741 -0.054429 1.300957 -0.34 0.10 -0.25
H 1.978251 -2.827130 -0.133460 0.16 -0.14 -0.84
H 3.442024 -3.135435 -1.161454 -0.17 0.23 -1.01
H 3.522210 -3.023709 0.525393 -0.30 1.66 -0.95
H 2.611574 -1.433053 -2.804545 -0.42 1.12 1.75
H 2.476769 0.344643 -2.331973 -0.56 -1.44 0.90
H 1.213601 -0.930586 -1.717939 0.42 0.48 -0.80
H 4.196456 0.767234 -0.476092 -0.16 1.44 -0.13
H 4.957973 -0.614639 0.328896 -0.16 0.30 -0.35
H 4.903411 -0.565667 -1.458227 -0.07 0.40 0.44
C -3.046353 0.242499 -0.477885 -1.55 1.28 0.90
C -4.207218 0.278575 0.179638 0.10 -1.90 0.64
C -4.932698 -1.003602 0.371605 2.41 -1.60 0.59
C -5.050587 1.396139 0.653047 -1.73 2.55 0.36
H -2.670502 1.231581 -0.610573 1.08 0.10 -0.69
H -2.641801 -0.694996 -0.833038 0.28 0.31 -0.05
H -4.304254 -1.861094 -0.018538 -1.02 0.79 0.39
H -5.801849 -0.870451 -0.157111 -2.37 -0.34 -1.54
H -5.244044 -1.217190 1.389484 0.21 0.08 0.32
H -4.557571 2.366305 0.867210 0.17 -0.67 -0.03
H -5.741109 1.677854 -0.173774 0.34 -0.24 0.16
H -5.833117 1.258396 1.503414 1.82 -0.51 -1.12
```
Forces are in eV/Å.

These are the natural (NBO) partial charges, in e, on atoms 1 to 8: -0.71 -0.26 1.25 -1.01 -1.01 0.13 -0.65 -0.62

***

No. 2
A structure of composition C9H23ClNO8S3, computed with ωB97M-V/def2-TZVPD.

Calculated values
charge: -1
LUMO level: 2.471 eV
frontier orbital gap: 9.306 eV
HOMO level: -6.834 eV

The geometry in XYZ format:
```
45
Properties=species:S:1:pos:R:3:forces:R:3
O -3.656532 3.623084 1.886611 -0.06 -0.25 0.05
S -2.738839 3.249809 0.839531 -0.25 0.58 0.29
O -2.392111 4.230827 -0.137934 0.16 -0.24 -0.22
C -1.350729 2.447143 1.629178 -0.01 -0.05 -0.16
S 0.144017 3.409491 2.034783 0.25 -0.29 0.69
O -0.063000 4.787009 1.710042 0.03 0.01 -0.29
O 0.342512 3.084365 3.426697 0.04 -0.09 -0.19
N 1.290732 2.626980 1.221903 -0.25 0.47 -0.39
S 1.509536 2.930746 -0.316769 -0.07 -0.68 0.29
O 2.152234 1.794242 -0.917549 0.13 0.18 0.10
O 0.400791 3.506482 -1.012890 -0.08 0.06 0.05
Cl 2.964642 4.401461 -0.306263 0.13 0.15 -0.08
H -3.276804 2.183954 0.196277 0.07 -0.10 0.01
H -1.034045 1.585292 1.048226 -0.09 0.06 -0.27
H -1.745582 2.087798 2.571892 -0.05 0.08 0.14
C 4.341714 -2.364107 -4.614486 -0.05 0.05 0.00
C 5.261743 -2.202395 -3.414424 0.01 -0.06 0.01
O 5.200454 -0.933478 -2.804349 0.06 0.04 0.00
C 3.928055 -0.548425 -2.288637 -0.06 0.07 0.04
C 3.386263 -1.477393 -1.219028 0.05 -0.12 -0.02
H 4.559093 -1.603703 -5.365825 0.01 0.00 -0.01
H 4.481151 -3.349507 -5.062803 0.03 0.00 -0.01
H 3.291243 -2.269742 -4.338277 0.00 -0.04 0.02
H 6.298863 -2.315635 -3.735556 0.01 0.02 0.02
H 5.070183 -2.995771 -2.680857 -0.05 0.00 -0.01
H 3.205336 -0.436448 -3.103366 -0.01 -0.03 0.00
H 4.068332 0.441674 -1.863042 0.05 0.02 -0.04
H 3.208721 -2.487898 -1.595506 -0.05 0.02 -0.02
H 2.441643 -1.082386 -0.846614 0.02 0.06 0.02
H 4.086481 -1.548159 -0.385121 -0.01 0.02 0.01
C -5.535350 -1.253071 1.708316 0.03 0.04 0.08
C -4.295732 -1.079232 0.847375 -0.06 -0.05 -0.04
O -3.272137 -0.318428 1.458312 0.09 0.16 -0.06
C -2.747103 -0.829797 2.672037 0.02 -0.04 0.09
C -2.122280 -2.207967 2.543568 -0.03 -0.02 -0.11
H -5.940418 -0.281204 1.992402 -0.01 0.01 -0.01
H -6.298056 -1.802497 1.154889 -0.01 0.01 -0.02
H -5.324275 -1.808680 2.622979 0.00 -0.05 -0.03
H -4.555921 -0.529193 -0.057641 0.03 0.02 0.00
H -3.910902 -2.053541 0.524304 0.00 -0.01 0.04
H -3.515095 -0.823981 3.453451 -0.02 -0.03 -0.02
H -1.984505 -0.114177 2.977341 -0.01 0.01 -0.02
H -2.851460 -2.965211 2.250726 -0.02 -0.01 0.06
H -1.694782 -2.510028 3.500013 0.02 0.02 0.01
H -1.328077 -2.198300 1.796085 0.02 0.01 0.01
```
Forces are in eV/Å.

These are the natural (NBO) partial charges, in e, on atoms 1 to 8: -0.96 2.05 -0.90 -0.98 2.33 -0.93 -0.97 -1.22

***

No. 3
A cluster of 3 separate species, C9H23INO3 in total, computed with ωB97M-V/def2-TZVPD.

Calculated values
charge: -1
energy above the lowest of the compared OMol25 structures with the same formula, charge and spin: 63.0 kcal/mol
LUMO level: 2.913 eV
frontier orbital gap: 6.204 eV
HOMO level: -3.291 eV

The geometry in XYZ format:
```
37
Properties=species:S:1:pos:R:3:forces:R:3
I -1.571530 -2.219646 -1.485818 0.12 -0.02 -0.06
C -4.133313 3.977989 -0.065169 -0.97 -0.23 0.33
O -3.071072 3.173165 0.378123 1.25 1.40 -0.20
C -1.772113 3.786339 0.081366 -0.79 -1.40 -0.07
C -0.684733 2.941618 0.727399 0.23 0.70 1.44
N -0.992261 2.680696 2.142786 0.01 -2.16 -0.14
C -0.061329 1.695643 2.726068 -0.42 0.18 0.26
C -0.528234 1.241616 4.107884 -0.30 -0.64 -0.87
O -1.853695 0.697736 4.031373 0.91 1.20 0.38
C -2.264403 0.243187 5.280471 -1.44 -0.70 0.16
H -3.985724 5.057888 -0.054112 0.73 0.15 -0.24
H -4.975700 3.883028 0.620008 -0.02 -0.46 0.27
H -4.530625 3.663766 -1.030305 0.29 0.06 -0.35
H -1.746879 4.826431 0.406451 -0.13 0.11 0.20
H -1.619130 3.739907 -0.996845 0.01 0.28 -0.22
H 0.274188 3.453477 0.808555 0.30 0.66 -1.06
H -0.466841 2.042980 0.150280 -0.55 -0.30 0.37
H -0.925913 3.496899 2.733978 -0.08 0.37 -0.37
H 0.935125 2.135224 2.770313 0.51 0.12 0.54
H 0.130308 0.783412 2.161086 -0.82 0.17 -0.67
H -0.460151 2.060565 4.823974 -0.20 0.08 0.31
H 0.085844 0.395806 4.417105 0.60 0.21 0.32
H -2.153776 0.873731 6.162660 0.64 0.72 -0.19
H -1.857144 -0.731864 5.547914 0.29 -0.23 -0.11
H -3.346661 0.136381 5.206864 -0.10 -0.30 -0.07
C 2.749528 -4.717836 -5.441712 0.75 -0.06 0.65
C 3.664990 -5.043979 -4.207071 0.88 2.84 -2.10
C 4.348799 -3.760657 -3.623061 0.49 -0.07 -0.50
O 2.952507 -5.586298 -3.217432 -1.47 -2.21 2.07
H 1.902575 -4.119502 -5.105887 0.12 0.40 -0.10
H 2.305557 -5.594826 -5.912724 0.26 -0.30 0.22
H 3.355512 -4.210916 -6.192649 -0.25 0.27 -0.07
H 4.449078 -5.708099 -4.570717 0.02 -0.36 0.35
H 5.039763 -3.299947 -4.329039 -0.18 0.21 -0.29
H 4.972045 -3.947215 -2.748498 -0.04 -0.71 0.04
H 3.651974 -3.012525 -3.245117 -0.41 -0.02 -0.45
H 2.183432 -5.034172 -3.058503 -0.24 0.04 0.22
```
Forces are in eV/Å.

These are the natural (NBO) partial charges, in e, on atoms 1 to 8: -1.00 -0.25 -0.52 -0.07 -0.24 -0.60 -0.24 -0.06

***

No. 4
A cluster of 3 separate species, C9H23N2O5P in total, computed with ωB97M-V/def2-TZVPD.

Calculated values
charge: 0
LUMO level: 0.242 eV
frontier orbital gap: 9.831 eV
HOMO level: -9.589 eV

The geometry in XYZ format:
```
40
Properties=species:S:1:pos:R:3:forces:R:3
C 2.033109 1.965406 -0.410981 -0.09 -0.50 -0.27
C 1.314049 0.849849 -1.199467 0.35 0.09 0.55
C 2.351681 -0.109339 -1.792979 0.00 0.18 -0.25
C 0.390311 0.091696 -0.235524 0.15 0.10 -0.68
C -0.554077 -0.903080 -0.926483 -0.45 0.29 0.90
C -0.918917 -2.043795 0.049654 0.22 0.16 -0.31
C -1.855230 -0.280248 -1.461135 0.00 -0.39 0.00
O -2.305789 0.846738 -0.704943 0.57 0.06 -0.19
P -3.529174 1.731397 -1.326944 -0.07 0.28 0.47
H 2.230646 1.599424 0.594152 0.02 0.12 0.21
H 2.999878 2.202092 -0.847951 0.01 0.17 -0.17
H 1.442298 2.870239 -0.343608 -0.10 0.12 0.11
H 0.711472 1.285623 -1.997294 0.01 0.13 -0.14
H 2.034018 -0.538850 -2.740104 -0.10 -0.24 -0.01
H 2.586806 -0.908363 -1.093735 0.00 -0.17 0.04
H 3.283436 0.412581 -1.996218 0.09 0.08 -0.09
H 1.040605 -0.477125 0.426635 0.08 -0.04 0.14
H -0.143886 0.802219 0.387617 -0.30 0.03 0.07
H -0.046866 -1.319648 -1.793453 0.13 -0.12 -0.04
H -0.208262 -2.109168 0.865189 0.19 -0.06 0.08
H -1.896432 -1.870201 0.490533 -0.18 -0.11 0.03
H -0.900946 -2.987430 -0.490505 -0.27 -0.22 0.11
H -2.639859 -1.037787 -1.405022 -0.12 -0.13 -0.12
H -1.776103 -0.010653 -2.513945 0.18 0.29 -0.09
H -3.406821 1.369796 -2.688381 -0.13 -0.02 -0.16
H -4.610584 0.848430 -1.074313 -0.14 -0.11 -0.24
C -1.520444 4.383672 1.299069 -0.15 0.14 0.03
N -0.123205 4.634919 1.736610 0.05 0.00 -0.02
O 0.223134 5.782731 1.918969 -0.02 0.04 0.01
O 0.584134 3.659529 1.870653 0.02 -0.03 0.12
H -2.030863 5.335285 1.216115 0.02 0.02 0.01
H -1.472418 3.872314 0.345406 0.00 -0.12 -0.07
H -1.983116 3.743178 2.043155 0.02 -0.06 -0.02
C 0.927860 -5.182223 2.413349 -0.03 -0.12 -0.04
N 1.643749 -4.354908 1.403427 -0.03 -0.05 0.00
O 1.906187 -4.864937 0.336055 0.00 -0.01 -0.05
O 1.910646 -3.216477 1.722729 0.05 0.08 0.04
H 0.757196 -6.163726 1.989072 0.01 0.00 -0.03
H 1.557824 -5.232508 3.295685 -0.02 0.07 0.03
H -0.006048 -4.676653 2.638908 0.02 0.05 0.04
```
Forces are in eV/Å.

These are the natural (NBO) partial charges, in e, on atoms 1 to 8: -0.60 -0.22 -0.62 -0.39 -0.25 -0.61 -0.05 -0.81

***

No. 5
A structure of composition C9H23N2Si, computed with ωB97M-V/def2-TZVPD.

Calculated values
charge: +1
energy above the lowest of the compared OMol25 structures with the same formula, charge and spin: 18.8 kcal/mol
LUMO level: -2.557 eV
frontier orbital gap: 10.731 eV
HOMO level: -13.288 eV

The geometry in XYZ format:
```
35
Properties=species:S:1:pos:R:3:forces:R:3
C 1.706997 -0.315744 -0.505372 1.30 0.19 1.99
C -1.495920 0.136627 2.665324 -4.07 1.78 -1.57
C -2.771870 2.164102 -1.800913 0.47 3.41 -1.78
C -0.960316 -2.558265 0.426673 -4.36 -0.47 0.45
C 3.942903 -1.200671 -1.196065 -4.27 -0.60 1.31
C 3.685227 0.737199 0.520406 -2.17 -3.51 0.32
C -1.860507 1.120516 1.469794 -0.78 -1.63 -0.01
C -1.559071 1.272617 -1.745039 1.27 2.39 2.19
C -1.923769 -1.582513 -0.305191 1.98 1.17 1.09
N 3.002050 -0.347281 -0.326289 3.42 0.55 0.09
N 0.895920 0.457986 0.133503 -4.26 -0.42 -0.38
Si -1.398533 0.251485 -0.214090 1.27 0.85 1.82
H 1.316946 -1.130245 -1.040471 -0.60 -0.62 -1.48
H -1.695949 -0.893932 2.529745 -0.85 -0.83 -0.37
H -0.539678 0.176561 2.835417 5.56 0.35 1.12
H -2.001698 0.514707 3.531618 -0.30 -0.10 0.58
H -2.773584 2.916467 -2.748659 0.08 -2.18 1.78
H -3.717321 1.690471 -1.764373 -0.90 -0.61 0.00
H -2.709031 2.914154 -1.023081 -0.29 -0.04 0.59
H -0.860432 -2.300324 1.444420 0.67 0.33 1.04
H -1.564317 -3.504009 0.445685 1.32 0.33 -0.28
H -0.097674 -2.554436 -0.111730 2.63 -0.76 -1.04
H 4.274221 -2.068446 -0.612775 -0.16 0.14 -0.31
H 3.185859 -1.460794 -1.988288 1.76 -0.28 0.15
H 4.766630 -0.624605 -1.475333 1.03 0.94 -0.86
H 4.641038 0.871202 0.129808 1.37 0.75 -0.71
H 2.967379 1.494307 0.430266 -0.10 1.93 0.16
H 3.768445 0.376456 1.564094 -0.12 0.28 -0.48
H -1.493394 2.154109 1.663557 -0.09 -0.82 -0.35
H -2.978869 1.147193 1.559824 0.76 0.33 -0.65
H -0.639786 1.942251 -1.719750 -0.94 -0.73 -0.08
H -1.515770 0.762288 -2.615041 0.43 -2.13 -2.75
H -2.883385 -1.652860 0.192862 -0.55 0.02 -0.63
H -1.813753 -1.868229 -1.334058 -1.06 -0.08 -0.66
H 1.101028 0.961641 0.983519 0.56 0.07 -0.29
```
Forces are in eV/Å.

These are the natural (NBO) partial charges, in e, on atoms 1 to 8: 0.34 -0.58 -0.60 -0.58 -0.38 -0.40 -0.91 -0.95

***

No. 6
A structure of composition C9H23N4O8PRuS, computed with ωB97M-V/def2-TZVPD.

Calculated values
charge: 0
energy above the lowest of the compared OMol25 structures with the same formula, charge and spin: 14.4 kcal/mol
LUMO level: -0.265 eV
frontier orbital gap: 8.049 eV
HOMO level: -8.315 eV

The geometry in XYZ format:
```
47
Properties=species:S:1:pos:R:3:forces:R:3
Ru 1.474031 1.452189 -2.005650 -0.03 0.20 0.25
N 3.169004 0.625248 -0.143094 0.02 -0.08 0.04
N 3.476925 -0.721095 -0.255505 -0.02 0.03 -0.08
C 3.257254 -1.331405 -1.426824 0.00 -0.03 0.04
N 3.656258 -2.609020 -1.536735 -0.01 0.07 0.01
S 2.531324 -0.562008 -2.733444 0.06 -0.05 -0.05
H 3.996422 1.206088 -0.090821 -0.01 0.00 0.00
H 2.484423 0.802057 0.584240 0.00 -0.01 0.00
H 3.864836 -1.226518 0.527149 -0.01 0.00 0.00
H 4.192481 -3.066507 -0.820916 0.01 -0.01 0.00
H 3.425871 -3.118692 -2.370430 0.01 0.00 -0.01
O 1.485129 4.033611 -0.972230 -0.09 0.02 0.02
N 2.670538 3.850225 -1.171290 0.03 -0.06 -0.08
O 3.571998 4.598797 -0.887723 0.03 0.05 0.04
O 3.021645 2.704818 -1.764586 0.01 -0.03 -0.06
O 0.561087 2.035177 -3.230022 0.03 -0.02 -0.12
C -2.232765 -2.306777 -0.270618 -0.01 -0.01 -0.01
C -0.821948 -2.358184 0.297276 0.02 0.02 0.01
C -0.815422 -3.013445 1.668135 -0.01 -0.01 -0.01
C 0.129090 -3.066449 -0.657062 -0.02 0.00 0.00
O -0.296979 -1.017604 0.537683 0.01 -0.03 0.04
P -0.502691 0.221967 -0.441579 -0.01 0.03 0.07
O 0.610542 1.212763 -0.064968 0.03 0.00 -0.07
O -0.410080 -0.130754 -1.885626 -0.08 -0.08 -0.09
O -1.925634 0.812234 -0.105085 0.04 0.03 0.02
C -2.262055 1.762147 0.957178 -0.04 -0.03 0.01
C -1.595115 1.360552 2.264477 0.00 0.02 0.00
C -1.843776 3.153701 0.510368 0.01 0.00 -0.02
C -3.773882 1.657599 1.071133 0.00 0.00 0.01
H -2.606789 -3.325639 -0.381913 -0.01 0.00 0.00
H -2.247207 -1.825463 -1.248719 0.00 0.00 0.01
H -2.899485 -1.762224 0.397765 0.00 0.01 0.01
H -1.146974 -4.049796 1.591485 0.00 0.00 0.00
H -1.484435 -2.482405 2.345934 0.00 0.00 0.00
H 0.189808 -2.998088 2.090956 0.00 0.00 0.00
H -0.211348 -4.088093 -0.835034 0.00 0.00 0.00
H 1.130280 -3.107215 -0.222371 -0.01 0.00 0.01
H 0.172625 -2.532480 -1.606083 0.00 0.00 -0.01
H -0.509836 1.424387 2.187473 0.00 0.00 0.00
H -1.872563 0.342806 2.541819 0.01 0.00 0.00
H -1.921931 2.037006 3.055501 0.00 0.00 0.00
H -0.763475 3.224932 0.398038 0.01 -0.01 0.00
H -2.168564 3.889809 1.247917 0.00 -0.01 0.00
H -2.310582 3.392322 -0.445716 0.00 0.00 0.00
H -4.066459 0.649680 1.368449 0.00 0.00 0.00
H -4.239838 1.887408 0.113280 0.00 0.00 0.00
H -4.141757 2.362350 1.817809 0.00 0.00 0.00
```
Forces are in eV/Å.

These are the natural (NBO) partial charges, in e, on atoms 1 to 8: 1.25 -0.64 -0.43 0.31 -0.78 -0.01 0.39 0.42